(1)
A cluster of 12 separate species, C6H38N2O11 in total in a non-equilibrium geometry. Source: OMol25; level of theory: the ωB97M-V functional and the def2-TZVPD basis.

The lowest unoccupied orbital energy comes out at 0.3 eV. The calculation puts the orbital gap at 8.31 eV. For the total energy, the calculation gives -32340.1081 eV. Its total charge is 0. Its structure (SMILES) is CCNCCCCN.O.O.O.O.O.O.O.O.O.O.O. The HOMO energy comes out at -8.02 eV. The calculation puts the energy relative to the best compared isomer or geometry (same formula, charge and spin) at 380.8 kJ/mol.

CARTESIAN COORDINATES (ANGSTROEM)
1 C -0.5150 -2.5428 -0.9813
2 C -1.2026 -2.1778 0.3560
3 N -0.5241 -0.9835 0.9111
4 C -0.6683 0.2181 0.1575
5 C -1.3739 1.4313 0.7400
6 C -0.5180 2.6989 0.9140
7 C 0.8953 2.5855 1.3814
8 N 1.6320 3.7557 0.7677
9 H 0.1890 -1.8202 -1.3850
10 H 0.0700 -3.4253 -0.8382
11 H -1.3583 -2.7219 -1.6583
12 H -2.2782 -1.9745 0.2165
13 H -1.2147 -3.0042 1.1247
14 H -0.3838 -1.1538 1.8906
15 H 0.2533 0.5436 -0.3567
16 H -1.2498 -0.1107 -0.7363
17 H -1.8129 1.1796 1.7441
18 H -2.2762 1.5971 0.0763
19 H -1.1993 3.2539 1.5790
20 H -0.5922 3.3082 -0.0280
21 H 1.0326 2.5408 2.4816
22 H 1.4041 1.6899 0.9710
23 H 2.5603 3.7527 1.2506
24 H 1.2901 4.6642 1.0719
25 O 2.7258 -1.1418 -1.2197
26 H 1.9310 -1.2072 -0.6641
27 H 2.2163 -1.1105 -2.0572
28 O 1.3810 -1.3665 -3.9370
29 H 0.7067 -1.9730 -3.6140
30 H 0.9333 -0.5325 -4.1112
31 O -0.5512 0.1101 -3.0210
32 H -0.3383 1.0653 -3.0439
33 H -1.5091 0.1244 -3.1376
34 O -1.0903 2.7245 -3.3136
35 H -0.8726 3.4645 -2.7380
36 H -2.0533 2.7388 -3.4670
37 O -3.7513 0.3809 1.7184
38 H -3.3563 -0.0497 0.9499
39 H -3.2791 -0.0531 2.4507
40 O -3.5211 0.3099 -1.7255
41 H -4.3530 0.1109 -1.2394
42 H -3.2307 0.7023 -0.8909
43 O 1.6784 2.2879 -1.7937
44 H 2.3831 1.6831 -1.5284
45 H 1.5855 2.8751 -1.0049
46 O 0.6989 -0.8540 3.7063
47 H 0.6013 0.1005 3.7691
48 H 1.5480 -1.0466 3.2552
49 O -1.8421 -1.4050 3.4249
50 H -1.7443 -2.3375 3.1694
51 H -1.0482 -1.2311 4.0042
52 O 2.8665 -1.6598 2.3212
53 H 2.6532 -1.8194 1.3944
54 H 2.9289 -2.5408 2.7126
55 O 3.2964 -3.5244 0.3274
56 H 2.8541 -3.5930 -0.5288
57 H 3.9345 -2.8218 0.1388

=====

(2)
A cluster of 13 separate species, C6H39N2O12 in total in a non-equilibrium geometry. Source: OMol25; level of theory: the ωB97M-V functional and the def2-TZVPD basis.

The lowest unoccupied orbital energy comes out at -2.4 eV. The calculation puts the orbital gap at 7.56 eV. For the total energy, the calculation gives -34398.4260 eV. Its total charge is +1. The HOMO energy comes out at -9.94 eV. The calculation puts the energy relative to the best compared isomer or geometry (same formula, charge and spin) at 357.7 kJ/mol.

CARTESIAN COORDINATES (ANGSTROEM)
1 C -3.7536 2.0169 0.4844
2 C -4.0067 1.1383 1.7299
3 C -2.8098 1.2410 2.7450
4 N 0.1656 -0.5530 1.0871
5 C -0.7127 0.4053 1.6909
6 C -1.7290 0.2514 2.5333
7 C -1.9380 -1.0296 3.2853
8 N -2.6686 1.5089 -0.4860
9 H -4.7109 2.2191 -0.0688
10 H -3.4928 3.0015 0.9284
11 H -4.9063 1.5084 2.1895
12 H -4.1298 0.0503 1.6316
13 H -2.5494 2.3328 2.7107
14 H -3.2308 1.1194 3.7366
15 H 1.0120 -0.2230 0.6019
16 H 0.4743 -1.4080 1.5954
17 H -0.5016 1.4449 1.4946
18 H -1.3594 -1.9485 2.8967
19 H -2.9819 -1.3785 3.5282
20 H -1.9657 -0.9777 4.3741
21 H -2.7774 0.4702 -0.5460
22 H -1.7222 1.7241 -0.1690
23 H -2.8258 1.9278 -1.3790
24 H 0.4858 3.0272 -0.5076
25 H 0.3892 1.6112 -1.1687
26 O 0.1002 2.1548 -0.4317
27 H 2.2761 2.2533 -3.6514
28 H 2.0330 0.6589 -3.5946
29 O 1.8352 1.5262 -3.2171
30 H 1.4892 -3.8876 -3.4477
31 H 0.7610 -3.7723 -2.1775
32 O 1.5299 -3.3906 -2.6164
33 H -0.2242 -5.0781 1.8798
34 H 0.2987 -3.5152 1.8629
35 O -0.3677 -4.1644 1.6616
36 H -2.2721 -2.5550 -1.7046
37 H -1.4395 -1.6759 -0.7890
38 O -2.1739 -1.6175 -1.4454
39 H 3.2643 -3.8193 1.4397
40 H 2.1355 -3.3866 0.5096
41 O 2.5839 -3.1580 1.3218
42 H -1.3771 1.9407 -3.2244
43 H -1.7116 0.5836 -3.6920
44 O -1.9737 1.2044 -3.0023
45 H 2.2240 -1.9371 3.3528
46 H 1.1160 -2.2946 4.2164
47 O 1.3025 -2.2139 3.2700
48 H 3.1290 1.5646 1.0774
49 H 3.1514 0.9451 -0.3354
50 O 2.5710 1.1812 0.3998
51 H 3.4654 0.8199 -2.1206
52 H 4.9699 0.3415 -2.0352
53 O 4.3181 0.9606 -1.7014
54 H 1.7997 4.1812 -1.2858
55 H 2.1358 5.3109 -0.2005
56 O 1.5260 5.0074 -0.8827
57 H 2.2739 -1.8240 -2.6312
58 H 3.2119 -1.4919 -3.7452
59 O 2.3846 -1.1111 -3.3256

=====

(3)
A cluster of 13 separate species, C6H39N2O12 in total in a non-equilibrium geometry. Source: OMol25; level of theory: the ωB97M-V functional and the def2-TZVPD basis.

The lowest unoccupied orbital energy comes out at -2.4 eV. The calculation puts the orbital gap at 8.77 eV. For the total energy, the calculation gives -34400.7588 eV. Its total charge is +1. The HOMO energy comes out at -11.14 eV. The calculation puts the energy relative to the best compared isomer or geometry (same formula, charge and spin) at 132.7 kJ/mol.

CARTESIAN COORDINATES (ANGSTROEM)
1 C 2.6589 0.6464 1.1523
2 C 1.7959 1.5129 2.0454
3 C 0.2686 1.3543 1.8537
4 N -1.5204 0.9284 -1.4374
5 C -0.8063 0.6639 -0.2565
6 C -0.2488 1.6197 0.4674
7 C -0.3818 3.0877 0.0909
8 N 2.1278 -0.7333 1.0058
9 H 2.5959 1.0731 0.1472
10 H 3.7173 0.6793 1.3768
11 H 1.9416 1.2936 3.1040
12 H 2.1204 2.5239 1.9097
13 H 0.0302 0.3528 2.1920
14 H -0.1922 2.0611 2.5404
15 H -2.2510 0.2614 -1.6601
16 H -1.9288 1.8553 -1.4504
17 H -0.7461 -0.3808 -0.0062
18 H -1.3941 3.4731 0.1689
19 H -0.0093 3.1374 -0.9383
20 H 0.3144 3.6936 0.6673
21 H 2.1494 -1.1753 1.9355
22 H 2.6375 -1.3145 0.3323
23 H 1.1377 -0.6939 0.7620
24 H 1.1697 -3.4589 0.8436
25 H 0.3983 -3.8674 2.0336
26 O 0.9692 -3.1489 1.7379
27 H 1.2214 -1.9862 -2.6084
28 H 2.3838 -2.2973 -1.7321
29 O 1.4172 -2.2243 -1.6687
30 H 1.3507 -0.3756 -4.0173
31 H 1.2303 -1.4925 -5.1256
32 O 1.4843 -1.3336 -4.2085
33 H -1.6445 3.2298 4.1283
34 H -2.6560 2.3406 3.2422
35 O -2.5356 2.8843 4.0419
36 H 0.5059 1.9617 -4.1819
37 H 0.0452 1.0154 -3.0760
38 O 0.8481 1.2745 -3.5992
39 H -4.0868 2.0884 -0.2172
40 H -4.2307 3.5013 0.2731
41 O -3.9397 2.9970 -0.5012
42 H 2.5066 1.4341 -2.3540
43 H 3.4386 1.4034 -3.4361
44 O 3.3892 1.0603 -2.5280
45 H -2.7818 0.4029 2.6155
46 H -4.2549 0.8555 2.6702
47 O -3.4313 0.9665 2.1737
48 H -1.2157 -1.4537 3.9975
49 H -1.5497 -2.0942 2.6799
50 O -1.4121 -1.2188 3.0810
51 H -2.5384 -3.0251 0.2712
52 H -2.5182 -4.1281 1.2709
53 O -1.9570 -3.4110 0.9489
54 H 4.7263 -1.7153 -1.3471
55 H 3.5997 -0.5851 -1.9038
56 O 3.9439 -1.1873 -1.1972
57 H -1.3935 -2.9205 -2.2134
58 H -1.4776 -4.4214 -1.7104
59 O -1.9685 -3.6236 -1.9109

=====

(4)
A structure of composition C6H3Cl2HoNO3RuS in a non-equilibrium geometry. Source: OMol25; level of theory: the ωB97M-V functional and the def2-TZVPD basis.

The lowest unoccupied orbital energy (alpha / beta) comes out at -15.1 / -17.2 eV. Its spin multiplicity is 10. The calculation puts the orbital gap (alpha / beta) at 4.55 / 4.95 eV. For the total energy, the calculation gives -78112.2184 eV. Its total charge is +4. The HOMO energy (alpha / beta) comes out at -19.70 / -22.20 eV. The calculation puts the energy relative to the best compared isomer or geometry (same formula, charge and spin) at 6.0 kJ/mol.

CARTESIAN COORDINATES (ANGSTROEM)
1 Ho -0.1398 -0.2598 -5.1237
2 Ru 0.1359 -1.2043 2.2284
3 Cl -0.9715 2.0057 -4.5767
4 Cl 1.6969 -2.5808 1.4665
5 C -0.8145 -2.2135 3.3537
6 C -0.6600 0.0970 -7.2573
7 C 0.3393 -2.3903 -6.2967
8 O -1.3788 -3.0942 3.9167
9 O -0.9067 0.1980 -8.4131
10 O 0.5483 -3.3384 -6.9365
11 S -0.3795 3.0889 3.2922
12 C 0.9452 2.2670 4.1439
13 C 0.9518 0.9379 3.8452
14 N -0.1237 0.5665 3.0461
15 C -0.8748 1.6120 2.5652
16 H 1.6374 2.7810 4.8176
17 H 1.6422 0.1345 4.0924
18 H -1.6478 1.3928 1.8361

=====

(5)
The ion C6H3F4N2O2 with charge -1 in a non-equilibrium geometry. Source: OMol25; level of theory: the ωB97M-V functional and the def2-TZVPD basis.

The lowest unoccupied orbital energy comes out at 3.7 eV. The calculation puts the orbital gap at 8.75 eV. For the total energy, the calculation gives -24216.8835 eV. Its total charge is -1. Its structure (SMILES) is O=C([O-])C(F)(F)C(F)(F)n1ccnc1. The HOMO energy comes out at -5.05 eV. The calculation puts the energy relative to the best compared isomer or geometry (same formula, charge and spin) at 0.0 kJ/mol.

CARTESIAN COORDINATES (ANGSTROEM)
1 O -1.3076 -2.2186 0.3745
2 C -2.1771 -1.3669 0.2779
3 O -3.3505 -1.2708 0.6497
4 C -1.8331 0.0728 -0.5917
5 F -2.9091 0.7640 -0.7099
6 F -1.2713 -0.1807 -1.7753
7 C -0.5243 1.0211 0.3278
8 F -0.8439 1.2197 1.6508
9 F -0.5492 2.3124 -0.1093
10 N 0.7908 0.4984 0.1886
11 C 1.2019 -0.8200 0.1520
12 C 2.5293 -0.7613 -0.1375
13 N 2.9553 0.5103 -0.2610
14 C 1.8778 1.2492 -0.0497
15 H 0.5551 -1.6548 0.4840
16 H 3.1212 -1.6350 -0.1337
17 H 1.7347 2.2603 -0.3372

=====

(6)
A structure of composition C6H3N2O2S in a non-equilibrium geometry. Source: OMol25; level of theory: the ωB97M-V functional and the def2-TZVPD basis.

The lowest unoccupied orbital energy comes out at 3.1 eV. The calculation puts the orbital gap at 6.43 eV. For the total energy, the calculation gives -24181.8719 eV. Its total charge is -1. The HOMO energy comes out at -3.30 eV. The calculation puts the energy relative to the best compared isomer or geometry (same formula, charge and spin) at 59.2 kJ/mol.

CARTESIAN COORDINATES (ANGSTROEM)
1 C 0.3474 0.5293 2.5645
2 C -0.2999 0.2121 -1.6741
3 C -1.4315 -0.4504 -1.8369
4 C -0.7121 -0.0444 0.5156
5 C 2.0459 -0.1281 -0.3665
6 C -0.6814 -0.0404 1.8433
7 N 1.1022 1.1921 3.1396
8 N 0.1422 0.4201 -0.4250
9 O 2.1531 -0.8026 0.5903
10 O 2.4648 0.5550 -1.1852
11 S -2.1471 -0.7107 -0.2445
12 H 0.3766 0.4306 -2.5577
13 H -1.9366 -0.6456 -2.7034
14 H -1.4236 -0.5169 2.3398

=====

(7)
A structure of composition C6H3N5O5Yb in a non-equilibrium geometry. Source: OMol25; level of theory: the ωB97M-V functional and the def2-TZVPD basis.

The lowest unoccupied orbital energy (alpha / beta) comes out at -13.8 / -14.4 eV. Its spin multiplicity is 2. The calculation puts the orbital gap (alpha / beta) at 6.38 / 5.75 eV. For the total energy, the calculation gives -55453.8098 eV. Its total charge is +3. The HOMO energy (alpha / beta) comes out at -20.14 / -20.13 eV.

CARTESIAN COORDINATES (ANGSTROEM)
1 O 0.0927 3.4274 -3.0196
2 C 0.0949 2.3681 -2.5714
3 Yb 0.0952 0.1103 -1.5413
4 O 0.1139 -1.9512 -4.5879
5 C 0.1070 -1.3324 -3.6196
6 C 0.0451 -2.1509 -0.7765
7 O 0.0844 -3.2701 -0.5209
8 C -2.2711 -0.5595 -1.4674
9 O -3.3796 -0.8627 -1.4397
10 C 2.4784 -0.5779 -1.5746
11 O 3.5861 -0.8823 -1.5224
12 N -0.9268 0.1340 3.9579
13 N -0.3544 0.3977 2.7433
14 N 0.5100 1.4352 2.6484
15 C 0.8206 1.3894 1.3431
16 N 0.1825 0.3853 0.6956
17 N -0.5976 -0.2630 1.6091
18 H -1.5860 -0.6206 4.0837
19 H -0.6356 0.7541 4.6999
20 H 1.5403 2.0693 0.8603

=====

(8)
The ion C6H3O3P with charge -2 in a non-equilibrium geometry. Source: OMol25; level of theory: the ωB97M-V functional and the def2-TZVPD basis.

The lowest unoccupied orbital energy comes out at 6.3 eV. The calculation puts the orbital gap at 6.00 eV. For the total energy, the calculation gives -21699.5175 eV. Its total charge is -2. Its structure (SMILES) is O=P([O-])([O-])c1c#cccc1. The HOMO energy comes out at 0.28 eV. The calculation puts the energy relative to the best compared isomer or geometry (same formula, charge and spin) at 0.0 kJ/mol.

CARTESIAN COORDINATES (ANGSTROEM)
1 O 2.7303 0.7557 -0.0319
2 P 2.3834 -0.6868 -0.3262
3 O 2.5212 -1.6105 0.8940
4 O 2.8139 -1.2091 -1.6277
5 C 0.4703 -0.4048 -0.4246
6 C -0.0833 0.6194 -1.1236
7 C -1.1108 1.3525 -1.3344
8 C -2.0784 1.1023 -0.2403
9 C -1.6993 0.1684 0.6633
10 C -0.4707 -0.6379 0.5708
11 H -2.8971 1.7502 0.0742
12 H -2.2985 0.0940 1.4667
13 H -0.2810 -1.2934 1.4398